{"formula": "C13H25CoO4S4SeSi", "method": "ωB97M-V/def2-TZVPD", "orbital_gap_ha": [0.31984, 0.26478], "spin_multiplicity": 5, "total_charge": 0, "e_homo_ev": [-8.73, -9.11], "elements": ["Co", "C", "C", "S", "C", "C", "S", "C", "C", "S", "C", "C", "S", "H", "H", "H", "H", "H", "H", "H", "H", "H", "H", "H", "H", "H", "H", "H", "H", "O", "Se", "O", "O", "O", "C", "Si", "C", "C", "C", "C", "H", "H", "H", "H", "H", "H", "H", "H", "H"], "coordinates": [[-0.80, -0.24, -0.14], [-3.82, 0.95, -0.39], [-3.69, 0.68, 1.05], [-2.07, 0.84, 1.78], [-1.84, 2.61, 1.87], [-0.41, 2.78, 2.09], [0.39, 3.92, 0.90], [1.44, 2.94, -0.21], [0.91, 2.69, -1.60], [0.44, 0.91, -1.88], [-0.72, 0.88, -3.28], [-2.22, 0.91, -2.82], [-2.14, 1.43, -1.06], [-4.50, 1.81, -0.57], [-4.22, 0.10, -1.02], [-4.00, -0.38, 1.19], [-4.41, 1.33, 1.56], [-2.45, 3.06, 2.69], [-2.16, 3.08, 0.93], [0.08, 1.76, 2.03], [-0.12, 3.34, 3.03], [1.66, 1.98, 0.29], [2.32, 3.59, -0.37], [1.74, 2.80, -2.32], [0.03, 3.22, -1.96], [-0.48, -0.04, -3.80], [-0.34, 1.72, -3.87], [-2.54, -0.13, -2.82], [-2.80, 1.61, -3.39], [-1.16, -3.96, 0.36], [-1.91, -2.72, -0.48], [-1.98, -1.53, 0.78], [-0.87, -1.81, -1.56], [-3.45, -2.84, -1.13], [2.36, -4.14, 0.82], [2.87, -2.36, 0.96], [3.64, -2.06, 2.67], [4.00, -2.06, -0.54], [1.68, -1.04, 0.80], [0.89, -0.13, 0.56], [3.06, -4.63, 0.21], [1.35, -4.20, 0.39], [2.41, -4.66, 1.77], [4.16, -2.94, 2.99], [2.85, -1.88, 3.38], [4.36, -1.19, 2.67], [4.54, -2.97, -0.79], [4.62, -1.19, -0.39], [3.33, -1.85, -1.37]]}

{"formula": "C5H2NO2S", "method": "ωB97M-V/def2-TZVPD", "orbital_gap_ha": 0.28519, "total_charge": -1, "e_homo_ev": -4.87, "elements": ["C", "C", "C", "C", "C", "N", "O", "O", "S", "H", "H"], "coordinates": [[1.47, 0.18, 0.31], [1.92, 1.22, 0.82], [-1.03, 0.41, 1.02], [-0.12, -0.47, -1.11], [1.01, -0.95, -0.29], [-1.08, 0.25, -0.32], [-0.83, -0.35, 1.89], [-0.29, -0.37, -2.33], [1.66, -2.44, -0.41], [-1.36, 1.53, 1.28], [-1.35, 0.98, -0.87]]}

{"formula": "C35H36MnN8O3Si", "method": "ωB97M-V/def2-TZVPD", "orbital_gap_ha": [0.24340, 0.24479], "spin_multiplicity": 6, "total_charge": 0, "e_homo_ev": [-6.57, -6.67], "elements": ["Mn", "C", "N", "C", "C", "N", "C", "C", "C", "C", "C", "C", "N", "C", "N", "C", "C", "C", "C", "C", "C", "N", "H", "H", "H", "H", "H", "H", "H", "H", "H", "H", "H", "H", "H", "H", "H", "C", "O", "C", "C", "C", "C", "C", "C", "N", "N", "C", "C", "C", "C", "O", "C", "N", "C", "C", "C", "C", "H", "H", "H", "H", "H", "H", "H", "H", "H", "H", "H", "H", "C", "Si", "C", "C", "O", "H", "H", "H", "H", "H", "H", "H", "H", "H"], "coordinates": [[0.37, 0.05, 0.25], [-2.29, 1.23, -1.12], [-0.93, 1.03, -1.60], [-0.63, 0.29, -2.81], [0.67, -0.45, -2.61], [1.24, -0.62, -1.44], [2.44, -1.27, -1.68], [3.42, -1.66, -0.78], [4.54, -2.29, -1.30], [4.66, -2.54, -2.67], [3.68, -2.16, -3.58], [2.57, -1.51, -3.05], [1.43, -0.96, -3.62], [-2.28, 1.25, 0.38], [-1.29, 0.80, 1.12], [-1.64, 1.05, 2.44], [-0.93, 0.80, 3.61], [-1.52, 1.19, 4.79], [-2.79, 1.78, 4.82], [-3.51, 2.03, 3.67], [-2.91, 1.66, 2.47], [-3.28, 1.77, 1.15], [-2.92, 0.41, -1.47], [-2.73, 2.17, -1.48], [-0.37, 1.87, -1.52], [-0.53, 0.94, -3.69], [-1.43, -0.43, -3.01], [3.29, -1.46, 0.28], [5.33, -2.60, -0.64], [5.54, -3.05, -3.04], [3.78, -2.36, -4.64], [1.18, -0.97, -4.59], [0.04, 0.32, 3.55], [-0.99, 1.02, 5.73], [-3.22, 2.05, 5.78], [-4.49, 2.48, 3.70], [-4.14, 2.15, 0.80], [-5.56, -11.58, 3.86], [-4.41, -11.29, 4.62], [-3.76, -10.12, 4.34], [-4.19, -9.19, 3.40], [-3.43, -8.06, 3.15], [-2.21, -7.85, 3.80], [-1.82, -8.77, 4.79], [-2.59, -9.88, 5.05], [-1.36, -6.79, 3.53], [-1.72, -6.00, 2.64], [-0.99, -4.89, 2.37], [0.11, -4.46, 3.13], [0.77, -3.28, 2.86], [0.36, -2.43, 1.83], [0.95, -1.30, 1.60], [-0.74, -2.85, 1.01], [-1.10, -2.03, -0.02], [-2.09, -2.42, -0.80], [-2.80, -3.62, -0.63], [-2.45, -4.44, 0.41], [-1.40, -4.08, 1.27], [-5.88, -12.58, 4.17], [-5.35, -11.60, 2.79], [-6.37, -10.87, 4.06], [-5.12, -9.33, 2.86], [-3.76, -7.33, 2.42], [-0.91, -8.59, 5.34], [-2.29, -10.60, 5.80], [0.43, -5.10, 3.94], [1.63, -2.99, 3.45], [-2.34, -1.76, -1.61], [-3.59, -3.87, -1.32], [-2.97, -5.38, 0.58], [3.14, 3.99, 0.03], [1.32, 3.48, 0.00], [0.42, 4.34, 1.44], [0.56, 4.22, -1.60], [1.14, 1.90, 0.04], [3.26, 5.07, -0.08], [3.70, 3.51, -0.78], [3.61, 3.69, 0.97], [0.52, 5.42, 1.39], [0.83, 4.00, 2.39], [-0.65, 4.10, 1.45], [0.90, 5.25, -1.73], [-0.53, 4.24, -1.58], [0.87, 3.67, -2.49]]}

{"formula": "O3P2", "method": "ωB97M-V/def2-TZVPD", "orbital_gap_ha": 0.37520, "total_charge": 0, "e_homo_ev": -10.80, "elements": ["O", "O", "O", "P", "P"], "coordinates": [[-2.06, -0.57, -0.21], [0.24, -0.45, 0.39], [1.47, 1.29, -0.81], [-1.32, -0.23, 0.93], [1.67, -0.04, -0.30]]}

{"formula": "C13H14N2O4S", "method": "ωB97M-V/def2-TZVPD", "orbital_gap_ha": 0.32631, "total_charge": 0, "e_homo_ev": -8.67, "elements": ["C", "C", "O", "C", "C", "C", "C", "C", "C", "H", "H", "H", "N", "C", "N", "C", "O", "C", "C", "O", "H", "H", "H", "C", "O", "H", "H", "H", "S", "H", "H", "H", "H", "H"], "coordinates": [[2.52, 4.79, 3.14], [2.45, 3.29, 2.94], [3.25, 2.54, 3.46], [1.36, 2.77, 2.08], [1.19, 1.40, 2.00], [0.19, 0.83, 1.21], [-0.67, 1.67, 0.50], [-0.51, 3.04, 0.58], [0.49, 3.60, 1.35], [0.60, 4.67, 1.39], [-1.18, 3.69, 0.03], [-1.47, 1.25, -0.09], [0.07, -0.54, 1.24], [-0.29, -1.30, 0.31], [-0.40, -2.66, 0.52], [-0.69, -3.49, -0.52], [-0.74, -4.69, -0.44], [-0.96, -2.71, -1.79], [-2.45, -2.87, -2.17], [-2.87, -1.95, -3.12], [-2.23, -1.95, -3.85], [-2.61, -3.91, -2.49], [-3.07, -2.70, -1.28], [-0.03, -3.22, -2.92], [-0.56, -3.06, -4.21], [-1.11, -3.83, -4.43], [0.20, -4.27, -2.71], [0.90, -2.64, -2.90], [-0.66, -0.95, -1.40], [-0.21, -3.03, 1.44], [1.86, 0.76, 2.56], [3.32, 5.02, 3.84], [2.73, 5.28, 2.19], [1.58, 5.16, 3.53]]}

{"formula": "C45H55BrN7OSTeZr", "method": "ωB97M-V/def2-TZVPD", "orbital_gap_ha": 0.21027, "total_charge": 1, "e_homo_ev": -9.31, "elements": ["Zr", "C", "C", "C", "C", "C", "C", "C", "N", "C", "C", "C", "C", "C", "C", "C", "C", "C", "C", "N", "C", "C", "C", "N", "C", "C", "C", "C", "C", "C", "C", "C", "C", "C", "C", "C", "C", "C", "N", "C", "C", "H", "H", "H", "H", "H", "H", "H", "H", "H", "H", "H", "H", "H", "H", "H", "H", "H", "H", "H", "H", "H", "H", "H", "H", "H", "H", "H", "H", "H", "H", "H", "H", "H", "H", "H", "H", "H", "H", "H", "H", "H", "H", "H", "H", "O", "C", "C", "C", "N", "C", "Br", "C", "H", "H", "H", "H", "Te", "C", "C", "C", "C", "S", "H", "H", "H", "N", "N", "H", "H", "H", "H"], "coordinates": [[0.07, -0.06, -0.39], [3.97, -0.14, 4.39], [2.51, -0.27, 4.83], [1.61, -0.70, 3.71], [1.03, -1.92, 3.49], [1.11, -3.14, 4.34], [-0.07, -3.25, 5.31], [0.25, -1.79, 2.29], [0.37, -0.52, 1.76], [1.18, 0.16, 2.63], [1.47, 1.51, 2.53], [1.00, 2.35, 1.55], [1.14, 3.79, 1.58], [1.79, 4.56, 2.69], [0.88, 4.71, 3.91], [0.54, 4.27, 0.47], [0.03, 3.13, -0.25], [-0.72, 3.23, -1.42], [-1.48, 2.21, -1.97], [-1.55, 0.93, -1.49], [-2.60, 0.34, -2.15], [-3.07, -0.93, -1.92], [-2.61, -1.79, -0.94], [-1.59, -1.51, -0.07], [-1.48, -2.62, 0.74], [-0.59, -2.76, 1.79], [-2.43, -3.63, 0.35], [-3.14, -3.11, -0.69], [-4.24, -3.75, -1.48], [-3.71, -4.34, -2.80], [-2.63, -4.95, 1.02], [-3.49, -4.83, 2.28], [-3.17, 1.26, -3.11], [-2.45, 2.42, -3.02], [-2.68, 3.70, -3.75], [-3.66, 4.61, -3.00], [-4.34, 0.97, -3.99], [-3.97, 0.13, -5.22], [0.34, 1.97, 0.40], [0.43, 5.70, 0.03], [1.62, 6.12, -0.83], [4.08, 0.59, 3.58], [4.60, 0.17, 5.22], [4.34, -1.10, 4.02], [2.44, -1.00, 5.64], [2.16, 0.67, 5.24], [1.15, -4.03, 3.71], [2.05, -3.13, 4.90], [-1.02, -3.28, 4.77], [0.01, -4.16, 5.92], [-0.10, -2.39, 5.98], [2.05, 1.95, 3.33], [2.73, 4.07, 2.97], [2.07, 5.55, 2.31], [1.39, 5.23, 4.71], [-0.02, 5.27, 3.65], [0.56, 3.73, 4.28], [-0.81, 4.21, -1.86], [-3.89, -1.28, -2.53], [-0.61, -3.71, 2.32], [-4.70, -4.53, -0.89], [-5.02, -3.02, -1.69], [-2.97, -5.12, -2.59], [-4.52, -4.79, -3.37], [-3.22, -3.57, -3.40], [-3.08, -5.64, 0.32], [-1.65, -5.38, 1.28], [-4.49, -4.46, 2.03], [-3.61, -5.80, 2.76], [-3.05, -4.14, 3.00], [-1.73, 4.21, -3.90], [-3.07, 3.48, -4.74], [-3.28, 4.86, -2.01], [-3.82, 5.54, -3.55], [-4.62, 4.12, -2.87], [-5.11, 0.45, -3.42], [-4.79, 1.91, -4.31], [-3.53, -0.82, -4.92], [-4.86, -0.08, -5.82], [-3.26, 0.67, -5.85], [-0.50, 5.85, -0.52], [0.36, 6.34, 0.91], [1.69, 5.50, -1.73], [1.53, 7.16, -1.13], [2.55, 6.00, -0.28], [5.06, -4.26, 0.54], [4.16, -3.30, 0.36], [4.23, -2.04, 0.96], [3.24, -1.12, 0.71], [2.20, -1.37, -0.10], [2.16, -2.57, -0.66], [0.66, -2.81, -1.80], [3.08, -3.57, -0.48], [5.78, -3.97, 1.11], [5.06, -1.78, 1.60], [3.28, -0.13, 1.14], [2.99, -4.53, -0.97], [1.84, 0.64, -2.61], [3.51, 1.19, -1.44], [4.68, 0.49, -1.36], [5.66, 1.11, -0.54], [5.22, 2.28, 0.00], [3.62, 2.64, -0.51], [4.84, -0.45, -1.88], [6.65, 0.70, -0.36], [5.76, 2.96, 0.65], [-0.97, -2.06, -4.84], [-0.39, -0.80, -4.48], [-1.20, -2.10, -5.83], [-0.27, -2.77, -4.67], [-1.14, -0.12, -4.41], [0.25, -0.46, -5.20]]}

{"formula": "C34H24BrCl2IN3O5Rh", "method": "ωB97M-V/def2-TZVPD", "orbital_gap_ha": 0.22295, "total_charge": 0, "e_homo_ev": -7.81, "elements": ["Rh", "O", "C", "C", "C", "C", "C", "C", "C", "O", "N", "N", "C", "C", "C", "C", "C", "C", "C", "O", "H", "H", "H", "H", "H", "H", "H", "H", "H", "H", "Cl", "C", "C", "C", "C", "C", "Cl", "C", "N", "C", "C", "C", "C", "C", "C", "C", "C", "O", "O", "H", "H", "H", "H", "H", "H", "H", "H", "H", "H", "Br", "C", "C", "C", "C", "C", "C", "I", "H", "H", "H", "H"], "coordinates": [[-0.39, 0.68, 0.34], [4.11, 0.31, 0.86], [4.45, 1.45, 0.25], [5.81, 1.68, 0.02], [6.23, 2.84, -0.60], [5.31, 3.80, -1.01], [3.96, 3.58, -0.80], [3.51, 2.41, -0.18], [2.07, 2.15, -0.04], [1.68, 1.17, 0.71], [1.24, 2.95, -0.66], [-0.05, 2.55, -0.61], [-0.98, 3.42, -0.79], [-2.39, 3.18, -0.82], [-3.26, 4.27, -0.94], [-4.62, 4.11, -0.97], [-5.15, 2.82, -0.87], [-4.33, 1.72, -0.75], [-2.93, 1.87, -0.72], [-2.17, 0.80, -0.66], [3.13, 0.31, 0.96], [6.52, 0.93, 0.35], [7.29, 2.99, -0.78], [5.65, 4.71, -1.49], [3.23, 4.30, -1.12], [-0.64, 4.45, -0.90], [-2.83, 5.27, -1.02], [-5.28, 4.97, -1.05], [-6.23, 2.68, -0.88], [-4.72, 0.72, -0.67], [1.55, -4.80, -4.26], [0.69, -3.31, -4.01], [1.06, -2.20, -4.73], [0.41, -1.00, -4.52], [-0.63, -0.94, -3.61], [-1.02, -2.07, -2.92], [-2.40, -1.92, -1.87], [-0.36, -3.30, -3.07], [-0.69, -4.47, -2.42], [-1.39, -4.63, -1.20], [-2.52, -5.44, -1.17], [-3.24, -5.60, 0.00], [-2.84, -4.94, 1.15], [-1.68, -4.18, 1.13], [-0.93, -4.03, -0.03], [0.38, -3.28, 0.01], [0.22, -1.79, 0.16], [0.50, -1.02, -0.79], [-0.21, -1.31, 1.26], [1.88, -2.27, -5.44], [0.70, -0.11, -5.08], [-1.16, -0.01, -3.44], [-0.49, -5.31, -2.93], [-2.84, -5.92, -2.09], [-4.13, -6.22, 0.00], [-3.40, -5.04, 2.07], [-1.34, -3.69, 2.03], [0.96, -3.46, -0.90], [0.95, -3.62, 0.87], [-0.68, 4.40, 4.81], [-0.08, 2.62, 4.97], [0.69, 2.28, 6.08], [1.14, 0.98, 6.23], [0.85, 0.02, 5.28], [0.09, 0.35, 4.17], [-0.38, 1.65, 4.03], [-1.61, 2.08, 2.38], [0.94, 3.04, 6.81], [1.73, 0.72, 7.11], [1.21, -0.99, 5.39], [-0.13, -0.38, 3.41]]}

{"formula": "C19H36BBrN3O11P2", "method": "ωB97M-V/def2-TZVPD", "orbital_gap_ha": 0.25821, "total_charge": 1, "e_homo_ev": -11.92, "elements": ["C", "C", "O", "O", "C", "O", "C", "C", "N", "N", "P", "O", "O", "O", "C", "B", "O", "N", "C", "C", "C", "C", "C", "C", "C", "Br", "H", "H", "H", "H", "H", "H", "H", "H", "H", "H", "H", "H", "H", "H", "H", "H", "H", "H", "H", "H", "H", "O", "P", "O", "C", "C", "O", "C", "C", "O", "C", "C", "H", "H", "H", "H", "H", "H", "H", "H", "H", "H", "H", "H", "H", "H", "H"], "coordinates": [[-1.04, 5.95, 1.12], [-1.77, 6.40, -0.13], [-1.27, 7.22, -0.82], [-3.01, 5.80, -0.40], [-3.19, 5.55, -1.76], [-3.40, 6.42, -2.52], [-3.05, 4.12, -2.27], [-1.93, 3.46, -1.48], [-0.72, 3.78, -1.84], [0.27, 3.25, -1.13], [1.91, 3.70, -1.65], [2.63, 2.52, -2.09], [2.63, 4.53, -0.51], [1.72, 4.68, -2.88], [0.15, 2.43, -0.09], [1.36, 1.81, 0.79], [2.02, 2.65, 1.67], [1.69, 0.41, 0.67], [1.45, -0.12, 2.05], [3.14, 0.20, 0.38], [-1.15, 2.04, 0.28], [-2.23, 2.55, -0.41], [-3.64, 2.14, -0.05], [-3.95, 2.03, 1.46], [-3.44, 3.21, 2.32], [-3.42, 0.29, 2.20], [-0.02, 5.67, 0.90], [-1.03, 6.80, 1.80], [-1.55, 5.14, 1.65], [-3.98, 3.56, -2.20], [-2.75, 4.14, -3.31], [2.03, 5.25, -0.23], [1.75, 5.61, -2.61], [1.37, 2.97, 2.31], [1.20, -1.18, 2.03], [2.33, 0.04, 2.68], [0.61, 0.42, 2.51], [3.78, 1.04, 0.67], [3.26, -0.03, -0.68], [3.47, -0.70, 0.90], [-1.29, 1.36, 1.11], [-3.77, 1.13, -0.46], [-4.41, 2.76, -0.50], [-5.04, 2.03, 1.54], [-2.83, 2.82, 3.13], [-2.95, 3.96, 1.72], [-4.30, 3.70, 2.78], [1.32, -4.21, 0.81], [1.42, -5.33, -0.17], [2.79, -5.06, -1.00], [4.04, -5.22, -0.34], [4.39, -6.68, -0.10], [0.31, -4.89, -1.29], [-0.64, -3.87, -1.02], [-0.14, -2.53, -1.52], [1.27, -6.89, -0.61], [0.59, -7.80, 0.29], [-0.86, -7.42, 0.49], [4.04, -4.66, 0.60], [4.79, -4.77, -0.99], [3.71, -7.12, 0.64], [5.41, -6.77, 0.28], [4.29, -7.25, -1.01], [-0.88, -3.83, 0.04], [-1.56, -4.14, -1.54], [0.87, -2.32, -1.17], [-0.80, -1.73, -1.18], [-0.11, -2.51, -2.61], [1.12, -7.81, 1.25], [0.67, -8.79, -0.14], [-0.95, -6.45, 1.00], [-1.37, -8.16, 1.10], [-1.37, -7.33, -0.46]]}

The following energy relative to the best compared isomer or geometry (same formula, charge and spin) values (in kcal/mol) correspond, in order, to the records above: 0.0, 7.2, 16.3, 4.4, 22.3, 0.0, 27.4, 22.0.